Here is a structure of composition C20H43BBrCl6CsKN5O5PV in a non-equilibrium geometry from the OMol25 dataset. Energies are from wB97M-V/def2-TZVPD.

The geometry in XYZ format:
```
85
Properties=species:S:1:pos:R:3
C 0.54 -1.31 4.14
C -0.93 -1.31 3.51
P -1.26 0.26 2.55
C -3.11 0.43 2.54
C -0.64 -0.12 0.82
C 0.84 -0.17 0.90
N 1.96 0.09 0.91
C -1.08 0.96 -0.25
C -2.58 0.76 -0.55
N -3.70 0.94 -0.74
C -0.09 0.76 -1.50
C -0.60 1.27 -2.88
C -0.71 0.00 -3.88
C 0.65 -0.11 -4.60
C 0.96 -1.53 -5.12
C -0.10 -2.09 -6.12
C -0.38 -3.58 -5.83
C -0.18 -4.44 -7.10
O 0.24 -5.73 -6.68
C -0.19 -6.68 -7.66
B -0.77 2.45 0.36
N -1.80 3.35 0.87
O 0.53 2.88 0.38
H 0.82 -0.29 4.41
H 0.63 -2.03 5.02
H 1.22 -1.70 3.38
H -0.95 -2.15 2.74
H -1.75 -1.54 4.24
H -3.41 1.46 2.31
H -3.60 -0.31 1.90
H -3.43 0.26 3.58
H -0.96 -1.12 0.47
H 0.07 -0.32 -1.59
H 0.89 1.21 -1.33
H 0.16 1.91 -3.33
H -1.51 1.89 -2.82
H -1.56 0.12 -4.63
H -0.92 -0.94 -3.35
H 1.42 0.15 -3.87
H 0.66 0.58 -5.45
H 1.15 -2.21 -4.29
H 1.90 -1.45 -5.68
H 0.31 -1.95 -7.16
H -1.00 -1.47 -6.08
H -1.38 -3.74 -5.41
H 0.34 -3.98 -5.11
H 0.62 -4.02 -7.73
H -1.12 -4.46 -7.68
H -1.28 -6.78 -7.59
H 0.03 -6.36 -8.68
H 0.32 -7.63 -7.45
H -1.65 3.45 1.93
H -1.59 4.26 0.46
H 0.70 3.19 1.29
O -1.15 -6.06 -10.62
V -0.68 -6.53 -12.15
C 1.73 1.04 6.68
O 0.53 1.33 6.75
N 2.47 0.59 7.72
C 3.88 0.27 7.54
C 1.85 0.43 9.02
H 2.31 1.11 5.73
H 4.04 -0.78 7.79
H 4.48 0.89 8.20
H 4.17 0.44 6.50
H 1.02 -0.28 8.96
H 1.46 1.39 9.36
H 2.59 0.07 9.74
Br -3.61 -7.34 -11.00
Cl 0.26 -1.80 -9.20
Cl -0.36 3.20 3.32
Cs -0.34 -3.71 5.61
N 1.79 4.70 5.84
H 1.25 4.62 6.70
H 1.31 4.18 5.10
H 1.88 5.68 5.57
H 2.72 4.30 5.98
O 3.26 0.42 4.33
H 3.18 1.05 3.61
K -3.05 1.58 -3.26
C -1.95 7.62 1.92
Cl -1.53 6.61 0.53
Cl -1.00 7.12 3.32
Cl -1.60 9.31 1.54
Cl -3.67 7.44 2.28
```

The max |F| comes out at 7.529 eV/A. As for the total charge: +1. The expectation value of S² is 0.769. The value obtained for the HOMO energy (spin up / spin down) is -0.269 / -0.269 Ha. The spin multiplicity is 2. The lowest unoccupied orbital energy (spin up / spin down) comes out at -3.804 / -5.342 eV. The total energy comes out at -8702.663027 hartree.

Löwdin population analysis, charges in e, atoms 1 to 4:
1 C -0.27
2 C -0.45
3 P 0.95
4 C -0.26

=====

Here is a structure of composition C20H43DyN2P3Se in a non-equilibrium geometry from the OMol25 dataset. Energies are from wB97M-V/def2-TZVPD.

The geometry in XYZ format:
```
70
Properties=species:S:1:pos:R:3
Dy 0.39 -0.46 0.88
P -1.72 -1.74 -0.45
P 2.01 -1.46 -1.18
P -1.42 1.72 1.25
H 3.09 1.94 -0.03
C 2.44 1.84 0.84
C 2.18 0.71 1.58
H 2.73 -0.28 1.41
C -2.49 -1.22 -2.02
C -1.33 -3.50 -0.76
C -3.17 -1.87 0.66
C 3.59 -0.59 -1.52
C 2.65 -3.14 -0.76
C 1.44 -1.78 -2.89
C -0.67 3.37 1.58
C -2.29 1.38 2.83
C -2.87 2.22 0.21
H 2.15 2.81 1.30
H 1.59 0.80 2.53
H -3.26 -1.94 -2.34
H -1.73 -1.15 -2.82
H -2.95 -0.23 -1.91
H -2.16 -3.98 -1.28
H -1.11 -4.02 0.19
H -0.43 -3.60 -1.37
H -4.00 -2.37 0.14
H -3.50 -0.88 0.99
H -2.91 -2.44 1.56
H 4.28 -1.27 -2.05
H 4.07 -0.27 -0.60
H 3.42 0.29 -2.15
H 3.08 -3.60 -1.67
H 1.84 -3.78 -0.39
H 3.42 -3.07 0.02
H 2.20 -2.37 -3.42
H 1.29 -0.82 -3.42
H 0.49 -2.33 -2.89
H -1.42 4.06 1.97
H -0.26 3.77 0.64
H 0.14 3.23 2.30
H -2.85 2.26 3.17
H -1.55 1.11 3.60
H -2.98 0.54 2.72
H -3.43 3.05 0.69
H -3.54 1.37 0.04
H -2.50 2.58 -0.77
C 1.18 3.75 -2.88
C 2.31 4.29 -2.24
C 2.59 5.67 -2.31
C 1.64 6.50 -2.96
C 0.40 6.00 -3.36
C 0.13 4.62 -3.22
Se 1.14 1.91 -3.46
H 1.36 1.63 -2.03
H 2.99 3.64 -1.70
H 3.50 6.10 -1.92
H 1.87 7.55 -3.11
H -0.36 6.68 -3.77
H -0.83 4.20 -3.50
C -1.60 -3.90 4.68
N -0.69 -4.09 3.54
C -0.57 -5.46 2.96
C -0.09 -3.06 3.03
N 0.24 -2.08 2.44
H -1.88 -4.88 5.10
H -2.51 -3.35 4.38
H -1.15 -3.27 5.45
H -1.08 -5.50 1.97
H 0.50 -5.70 2.82
H -1.04 -6.16 3.67
```

The max |F| comes out at 3.291 eV/A. As for the total charge: +3. The expectation value of S² is 9.325. The value obtained for the HOMO energy (spin up / spin down) is -0.561 / -0.561 Ha. The spin multiplicity is 6. The lowest unoccupied orbital energy (spin up / spin down) comes out at -9.641 / -9.731 eV. The total energy comes out at -5206.924155 hartree.

Löwdin population analysis, charges in e, atoms 1 to 4:
1 Dy 1.08
2 P 0.68
3 P 0.70
4 P 0.72

=====

Here is a structure of composition C20H43GdN2OP3S in a non-equilibrium geometry from the OMol25 dataset. Energies are from wB97M-V/def2-TZVPD.

The geometry in XYZ format:
```
71
Properties=species:S:1:pos:R:3
Gd -0.28 0.24 0.21
P -1.79 -2.11 0.93
P 1.38 -1.09 2.23
P 1.50 -1.81 -1.06
H -0.94 5.76 -5.51
C -0.95 4.82 -6.07
C -1.96 3.94 -6.01
H -2.89 4.14 -5.46
C -3.33 -1.57 1.75
C -1.44 -3.62 1.89
C -2.44 -2.85 -0.61
C 2.97 -0.20 2.27
C 0.77 -0.76 3.94
C 1.92 -2.83 2.45
C 0.99 -1.61 -2.80
C 1.71 -3.62 -0.94
C 3.27 -1.33 -1.18
H -0.13 4.70 -6.80
H -1.93 3.00 -6.59
H -3.52 -0.50 1.57
H -3.23 -1.74 2.82
H -4.16 -2.17 1.35
H -1.18 -3.35 2.92
H -0.60 -4.16 1.44
H -2.32 -4.29 1.91
H -2.56 -2.06 -1.36
H -3.40 -3.31 -0.41
H -1.72 -3.58 -0.98
H 3.61 -0.60 3.07
H 2.77 0.87 2.44
H 3.46 -0.30 1.30
H 1.37 -1.38 4.63
H -0.29 -1.03 4.03
H 0.90 0.30 4.19
H 3.01 -2.82 2.64
H 1.70 -3.45 1.56
H 1.38 -3.24 3.32
H 1.54 -2.35 -3.38
H 1.20 -0.59 -3.16
H -0.09 -1.76 -2.92
H 1.87 -4.07 -1.93
H 0.82 -4.08 -0.50
H 2.57 -3.88 -0.31
H 3.73 -1.61 -2.13
H 3.84 -1.77 -0.36
H 3.34 -0.24 -1.08
C -0.37 1.99 -2.71
C 0.62 2.99 -2.82
C 1.28 3.10 -4.05
C 0.89 2.32 -5.14
C -0.33 1.63 -5.09
C -1.02 1.55 -3.90
O -0.58 1.39 -1.57
H 1.45 1.01 -0.26
H 0.98 3.47 -1.91
H 2.09 3.81 -4.16
H 1.46 2.32 -6.06
H -0.77 1.26 -6.01
H -2.01 1.08 -3.80
S -1.83 1.98 1.57
C -1.38 2.00 3.22
N -0.28 2.60 3.77
C -0.38 2.65 5.23
C -1.65 1.83 5.52
N -2.10 1.42 4.20
H 0.31 3.23 3.21
H -0.50 3.68 5.57
H 0.52 2.21 5.68
H -2.40 2.47 6.01
H -1.44 0.96 6.15
H -3.05 1.04 4.02
```

The max |F| comes out at 2.132 eV/A. As for the total charge: +3. The expectation value of S² is 16.109. The value obtained for the HOMO energy (spin up / spin down) is -0.595 / -0.590 Ha. The spin multiplicity is 8. The lowest unoccupied orbital energy (spin up / spin down) comes out at -8.760 / -12.519 eV. The total energy comes out at -3159.390773 hartree.

Löwdin population analysis, charges in e, atoms 1 to 4:
1 Gd 0.92
2 P 0.70
3 P 0.68
4 P 0.72

=====

Question: Which value of max |F| does entry 1 give?
Answer: 7.529 eV/A